<a>
DFT (the ωB97M-V functional and the def2-TZVPD basis) results for a 2-piece molecular cluster, C15H18O overall.

Bonds (Å) are listed after each position.
CARTESIAN COORDINATES (ANGSTROEM)
1 O -2.508 1.175 1.596  C15 1.372, H17 0.944
2 C 2.376 -2.434 0.533  C4 1.392, C9 1.378, H19 1.084
3 C -0.929 1.498 -0.059  C11 1.393, C15 1.379, H28 1.093
4 C 1.983 -1.172 0.969  C2 1.392, C7 1.530, C16 1.395
5 C -1.596 1.775 -2.297  C11 1.359, C12 1.588, C13 1.399
6 C 3.506 0.049 -0.861  C7 1.516, H20 1.094, H22 1.089, H30 1.106
7 C 2.480 0.086 0.254  C4 1.530, C6 1.516, H25 1.096, H29 1.076
8 C 0.702 -2.145 2.700  C10 1.416, C16 1.377, H31 1.092
9 C 1.735 -3.522 1.082  C2 1.378, C10 1.398, H18 1.102
10 C 0.963 -3.460 2.245  C8 1.416, C9 1.398, H26 1.074
11 C -0.583 1.678 -1.397  C3 1.393, C5 1.359, H21 1.088
12 C -1.262 1.571 -3.836  C5 1.588, H32 1.098, H33 1.075, H34 1.083
13 C -2.942 1.903 -1.938  C5 1.399, C14 1.402, H23 1.084
14 C -3.293 1.852 -0.581  C13 1.402, C15 1.391, H24 1.082
15 C -2.260 1.553 0.301  O1 1.372, C3 1.379, C14 1.391
16 C 1.200 -1.003 2.112  C4 1.395, C8 1.377, H27 1.075
17 H -3.413 1.083 1.849  O1 0.944
18 H 2.050 -4.446 0.571  C9 1.102
19 H 3.226 -2.549 -0.130  C2 1.084
20 H 2.989 -0.294 -1.762  C6 1.094
21 H 0.454 1.789 -1.708  C11 1.088
22 H 3.874 1.066 -0.986  C6 1.089
23 H -3.712 2.192 -2.644  C13 1.084
24 H -4.321 1.996 -0.275  C14 1.082
25 H 2.912 0.806 0.958  C7 1.096
26 H 0.602 -4.415 2.581  C10 1.074
27 H 0.995 0.006 2.419  C16 1.075
28 H -0.253 1.383 0.792  C3 1.093
29 H 1.587 0.527 -0.153  C7 1.076
30 H 4.239 -0.756 -0.665  C6 1.106
31 H 0.144 -2.151 3.638  C8 1.092
32 H -0.208 1.871 -3.899  C12 1.098
33 H -1.867 2.149 -4.510  C12 1.075
34 H -1.309 0.489 -3.879  C12 1.083

Values from the calculation:
SMILES	Cc1ccc(O)cc1.CCc1ccccc1
HOMO level	-0.3064	hartree
orbital gap	9.19	eV
net charge	0

Atomic partial charges in e from the Löwdin method, atoms 1 to 8: number 1, O, carries 0.04; number 2, C, carries -0.06; number 3, C, carries -0.01; number 4, C, carries -0.21; number 5, C, carries -0.28; number 6, C, carries -0.11; number 7, C, carries -0.22; number 8, C, carries -0.09

***

<b>
DFT (the ωB97M-V functional and the def2-TZVPD basis) results for a 2-piece molecular cluster, C15H18O overall.

Bonds (Å) are listed after each position.
CARTESIAN COORDINATES (ANGSTROEM)
1 O 2.222 2.481 0.933  C10 1.382, H18 0.970
2 C 1.528 1.318 -2.526  C9 1.431, C11 1.378, H24 1.071
3 C -1.373 -3.671 3.054  C5 1.405, C13 1.383, H28 1.079
4 C -1.081 0.379 -4.453  C16 1.571, H26 1.164, H31 1.071, H33 1.079
5 C -0.109 -3.995 2.533  C3 1.405, C8 1.377, H30 1.126
6 C -1.168 0.047 3.364  C15 1.559, H21 1.054, H22 1.114, H34 1.091
7 C 0.324 2.479 -0.341  C10 1.440, C14 1.355, H20 1.085
8 C 0.844 -3.035 2.278  C5 1.377, C12 1.405, H25 1.104
9 C 2.331 1.486 -1.353  C2 1.431, C10 1.373, H29 1.091
10 C 1.720 2.127 -0.305  O1 1.382, C7 1.440, C9 1.373
11 C 0.198 1.663 -2.615  C2 1.378, C14 1.393, C16 1.498
12 C 0.542 -1.690 2.555  C8 1.405, C15 1.405, H19 1.057
13 C -1.688 -2.384 3.453  C3 1.383, C15 1.405, H17 1.073
14 C -0.319 2.364 -1.528  C7 1.355, C11 1.393, H23 1.079
15 C -0.730 -1.424 3.087  C6 1.559, C12 1.405, C13 1.405
16 C -0.391 1.713 -3.992  C4 1.571, C11 1.498, H27 1.090, H32 1.120
17 H -2.553 -1.987 3.947  C13 1.073
18 H 3.187 2.558 0.866  O1 0.970
19 H 1.130 -0.843 2.326  C12 1.057
20 H -0.047 3.018 0.525  C7 1.085
21 H -2.000 -0.060 4.002  C6 1.054
22 H -0.431 0.691 3.896  C6 1.114
23 H -1.330 2.710 -1.679  C14 1.079
24 H 1.948 0.778 -3.351  C2 1.071
25 H 1.715 -3.384 1.696  C8 1.104
26 H -0.992 0.132 -5.587  C4 1.164
27 H 0.314 1.908 -4.799  C16 1.090
28 H -2.052 -4.509 3.106  C3 1.079
29 H 3.300 1.007 -1.507  C9 1.091
30 H 0.109 -5.095 2.440  C5 1.126
31 H -2.133 0.481 -4.277  C4 1.071
32 H -1.078 2.557 -4.257  C16 1.120
33 H -0.573 -0.418 -3.933  C4 1.079
34 H -1.365 0.597 2.442  C6 1.091

Values from the calculation:
SMILES	CCc1ccc(O)cc1.Cc1ccccc1
HOMO level	-0.3123	hartree
orbital gap	9.25	eV
net charge	0

Atomic partial charges in e from the Löwdin method, atoms 1 to 8: number 1, O, carries 0.02; number 2, C, carries -0.04; number 3, C, carries -0.09; number 4, C, carries -0.10; number 5, C, carries -0.12; number 6, C, carries -0.05; number 7, C, carries -0.01; number 8, C, carries -0.10

***

Least stable structure among those shown: <b>.